Entry 1:
Density functional theory data (ωB97M-V/def2-TZVPD) for a molecular structure, C44H33Br2N12O4W.

Calculated values
Calculated total energy ... -7869.57404 hartree
<S²> ... 2.02
Orbital gap (spin up / spin down) ... 6.731 / 7.129 eV
ΔE to the lowest compared entry with this formula, charge and spin ... 23.8 kcal/mol

```
! RIJCOSX wB97M-V def2-TZVPD def2/J DEFGRID3
* xyz 1 3
W -0.2117 1.6940 0.8499
O -2.4159 1.6954 4.2248
C -1.9128 1.3962 3.1606
N -0.5825 1.3436 2.8609
C 0.2940 1.7461 3.9475
C 1.4746 2.5020 3.4194
C 2.5932 2.7580 4.2018
C 3.6260 3.5033 3.6699
C 3.5213 3.9709 2.3654
C 2.3894 3.6580 1.6457
N 1.3814 2.9453 2.1659
C -2.7839 0.9288 2.0182
C -4.0759 0.5096 2.2585
C -4.7882 -0.0798 1.2267
C -4.1674 -0.2567 -0.0002
C -2.8772 0.2053 -0.1700
N -2.2099 0.8250 0.8080
H 0.6334 0.8790 4.5230
H -0.2604 2.3826 4.6434
H 2.6400 2.3748 5.2123
H 4.5067 3.7171 4.2607
H 4.3066 4.5573 1.9109
H 2.2646 3.9745 0.6187
H -4.4789 0.6402 3.2528
H -5.8027 -0.4207 1.3836
H -4.6680 -0.7502 -0.8206
H -2.3515 0.0612 -1.1009
Br -0.4879 -4.6603 -3.4110
C 0.6681 -3.2929 -4.0259
C 0.3334 -2.5705 -5.1596
C 1.1821 -1.5686 -5.6026
C 2.3276 -1.2601 -4.8837
C 2.6785 -2.0116 -3.7708
C 1.8503 -3.0397 -3.3448
N 3.2052 -0.2343 -5.3888
N 3.5505 0.7087 -4.6687
C 3.0565 0.7978 -3.3162
C 3.9286 0.7150 -2.2670
C 3.4915 0.7682 -0.9282
C 2.1563 0.9189 -0.6520
O 1.6159 0.9199 0.5599
C 1.2650 1.1306 -1.7335
N -0.0204 1.4157 -1.3719
C -0.8817 1.7304 -2.3187
C -0.5460 1.7245 -3.6794
C 0.7266 1.3976 -4.0586
C 1.6878 1.0868 -3.0722
H -0.5707 -2.8036 -5.7051
H 0.9595 -1.0259 -6.5127
H 3.6024 -1.8066 -3.2446
H 2.1357 -3.6495 -2.4976
H 4.9808 0.5698 -2.4780
H 4.1948 0.6514 -0.1147
H -1.8718 2.0343 -2.0014
H -1.2943 2.0005 -4.4085
H 1.0083 1.4099 -5.1025
Br -3.0678 8.4922 2.8438
C -1.9244 7.6055 1.6409
C -1.1470 8.3425 0.7517
N -0.3188 7.7819 -0.1233
C -0.2351 6.4575 -0.1401
C -0.9746 5.6464 0.7120
C -1.8440 6.2299 1.6275
C -0.8368 4.1866 0.6615
O 0.0403 3.6229 -0.0785
O -1.5424 3.4032 1.3481
H -1.2020 9.4245 0.7513
H 0.4441 6.0158 -0.8594
H -2.4300 5.6171 2.2994
C -0.5014 -1.9913 3.2733
C -0.0934 -2.0926 1.8447
N -0.2064 -1.1566 0.9254
C 0.2841 -1.7108 -0.2408
C 0.7045 -2.9775 -0.0165
N 0.4638 -3.2158 1.3172
C 0.7264 -4.4814 1.9885
N 0.3983 -5.5811 1.1325
N 1.3979 -6.3433 0.6109
N 0.9101 -7.1602 -0.2342
C -0.4516 -6.9429 -0.3210
C -1.4189 -7.5511 -1.1254
C -2.7044 -7.0717 -1.0270
C -3.0325 -6.0162 -0.1491
C -2.0903 -5.4129 0.6531
C -0.7886 -5.9084 0.5463
H -0.9401 -1.0153 3.4488
H 0.3515 -2.1083 3.9443
H -1.2387 -2.7539 3.5331
H 0.2993 -1.1766 -1.1738
H 1.1132 -3.7320 -0.6643
H 0.1437 -4.5128 2.9080
H 1.7838 -4.5884 2.2273
H -1.1545 -8.3569 -1.7964
H -3.4875 -7.5093 -1.6312
H -4.0587 -5.6754 -0.1070
H -2.3480 -4.6002 1.3199
*
```

Here are the Löwdin charges for atoms 1 to 2, given in e:
1 W 1.8519
2 O 0.0932



Entry 2:
Density functional theory data (ωB97M-V/def2-TZVPD) for 9 unconnected molecules or ions with the total composition C27H57F4O32P5 at a distorted geometry.

Calculated values
Calculated total energy ... -5577.40813 hartree
Orbital gap ... 10.255 eV
SMILES ... O=C1OC[C@@H](F)O1.O=C1OC[C@@H](F)O1.O=C1OC[C@@H](F)O1.O=C1OC[C@@H](F)O1.COP(=O)(OC)OC.COP(=O)(OC)OC.COP(=O)(OC)OC.COP(=O)(OC)OC.COP(=O)(OC)OC
ΔE to the lowest compared entry with this formula, charge and spin ... 39.4 kcal/mol

```
! RIJCOSX wB97M-V def2-TZVPD def2/J DEFGRID3
* xyz 0 1
O -9.8254 -12.8518 -20.2305
C -8.7637 -13.3477 -20.3853
O -7.9964 -13.2455 -21.4790
C -6.7874 -13.9675 -21.3384
C -7.0776 -14.8515 -20.0659
F -6.0518 -14.7821 -19.1757
O -8.1845 -14.2175 -19.5147
H -6.6486 -14.6490 -22.1744
H -5.9496 -13.2846 -21.2204
H -7.1755 -15.8847 -20.3994
O -20.5227 -7.1781 -17.8989
C -19.4973 -7.3459 -18.4950
O -19.2566 -8.3769 -19.3073
C -18.0784 -8.0827 -20.0940
C -17.3476 -7.1338 -19.1345
F -16.7075 -6.1153 -19.7695
O -18.4612 -6.5283 -18.4628
H -17.5557 -9.0036 -20.3249
H -18.3639 -7.5486 -21.0000
H -16.6416 -7.6124 -18.4535
O -10.5071 -5.6041 -25.8553
C -9.9558 -6.3607 -26.5818
O -10.4670 -7.5226 -27.0080
C -9.5095 -8.2417 -27.7958
C -8.4696 -7.1567 -28.0795
F -8.6645 -6.6751 -29.3447
O -8.7147 -6.2120 -27.0957
H -9.1152 -8.9943 -27.1130
H -9.9687 -8.6502 -28.6880
H -7.4416 -7.5039 -28.0391
O -11.2207 -9.0736 -16.6529
C -11.4230 -10.2376 -16.7347
O -11.8171 -11.0100 -15.7056
C -11.7484 -12.3738 -16.0789
C -11.6625 -12.2997 -17.5993
F -12.9533 -12.5109 -18.0488
O -11.2436 -10.9755 -17.8729
H -10.8568 -12.8288 -15.6401
H -12.6275 -12.8908 -15.7049
H -11.0169 -13.0449 -18.0550
C -12.4350 -10.6128 -21.1533
O -12.5883 -9.4386 -20.3838
P -13.3335 -8.1255 -20.9354
O -14.6514 -8.3580 -21.5298
O -13.3490 -7.1262 -19.6836
C -13.8955 -7.4755 -18.4282
O -12.1885 -7.4565 -21.8572
C -12.5321 -6.4952 -22.8348
H -12.8531 -10.4525 -22.1521
H -12.9326 -11.4448 -20.6576
H -11.4044 -10.9090 -21.3559
H -14.8414 -6.9387 -18.3158
H -13.2363 -7.2822 -17.5857
H -14.2265 -8.5147 -18.3366
H -12.1888 -5.5005 -22.5401
H -13.5831 -6.5134 -23.1215
H -11.9597 -6.6577 -23.7527
C -14.4697 -14.3584 -20.7941
O -14.3893 -15.4520 -21.6998
P -15.7265 -16.0407 -22.2899
O -16.6811 -16.5786 -21.3285
O -15.2481 -16.9813 -23.4916
C -14.3836 -16.5655 -24.5222
O -16.2623 -14.7585 -23.1387
C -17.3734 -14.9272 -24.0002
H -13.8969 -14.4952 -19.8779
H -15.5021 -14.1131 -20.5433
H -14.0463 -13.4613 -21.2524
H -14.0285 -15.5405 -24.3988
H -14.9106 -16.6671 -25.4724
H -13.4848 -17.1827 -24.5858
H -17.7427 -15.9551 -24.0472
H -17.1128 -14.7049 -25.0386
H -18.1699 -14.2578 -23.6807
C -17.5799 -3.6693 -16.8968
O -16.5287 -2.9675 -16.2369
P -15.7175 -3.7312 -15.1032
O -16.5564 -4.4659 -14.1556
O -14.7093 -2.6267 -14.5207
C -15.1749 -1.3552 -14.1111
O -14.6465 -4.6380 -15.9002
C -13.9229 -4.0704 -16.9580
H -17.9784 -4.5342 -16.3646
H -17.2367 -4.0664 -17.8550
H -18.3991 -2.9747 -17.0669
H -14.8377 -0.5642 -14.7842
H -14.7958 -1.0887 -13.1237
H -16.2646 -1.3066 -14.0591
H -14.4392 -4.1389 -17.9208
H -12.9587 -4.5549 -17.1428
H -13.6095 -3.0309 -16.8202
C -13.9313 -8.4831 -14.6800
O -15.3413 -8.2143 -14.5731
P -16.3132 -9.2327 -15.2829
O -16.1847 -9.2816 -16.7504
O -17.7304 -8.7665 -14.7396
C -18.8458 -8.7825 -15.6019
O -16.0900 -10.6243 -14.4889
C -15.4185 -11.7202 -15.0651
H -13.4703 -8.4276 -13.6969
H -13.4607 -7.6993 -15.2681
H -13.6877 -9.4440 -15.1240
H -19.6583 -9.4123 -15.2391
H -18.6424 -9.2587 -16.5697
H -19.1559 -7.7666 -15.8308
H -14.6608 -11.3930 -15.7833
H -16.1018 -12.3837 -15.5999
H -14.8990 -12.3438 -14.3363
C -7.9360 -5.6899 -20.1846
O -8.2213 -5.0655 -18.9521
P -9.0046 -3.6803 -18.9324
O -8.6578 -2.6642 -19.9349
O -10.5678 -4.1242 -18.8485
C -11.2545 -4.4460 -20.0634
O -8.8106 -3.1267 -17.4560
C -8.9868 -3.9295 -16.3102
H -8.7510 -6.3444 -20.5125
H -7.1096 -6.4037 -20.1679
H -7.7085 -4.9825 -20.9819
H -10.7768 -4.1090 -20.9821
H -12.2907 -4.1252 -19.9697
H -11.3135 -5.5363 -20.0821
H -9.8143 -3.6194 -15.6709
H -8.1021 -3.9299 -15.6691
H -9.1498 -4.9831 -16.5516
*
```

Here are the Löwdin charges for atoms 1 to 2, given in e:
1 O 0.1849
2 C -0.5359



Entry 3:
Density functional theory data (ωB97M-V/def2-TZVPD) for 2 unconnected molecules or ions with the total composition C4H14N3 at a distorted geometry.

Calculated values
Calculated total energy ... -324.84322 hartree
Orbital gap ... 11.227 eV
ΔE to the lowest compared entry with this formula, charge and spin ... 13.6 kcal/mol

```
! RIJCOSX wB97M-V def2-TZVPD def2/J DEFGRID3
* xyz 1 1
C 2.2528 -1.3476 -2.0575
C 2.3597 0.0280 -1.4048
H 2.7626 -2.1202 -1.4886
H 1.2438 -1.6113 -2.3791
H 2.7678 -1.3221 -3.0211
H 3.3829 0.4005 -1.4681
H 1.6449 0.7245 -1.8379
H 2.1912 -0.0644 -0.3324
C 0.2921 -1.0286 1.2801
C -1.3207 0.6290 0.5903
N -0.8372 -0.6099 0.4659
N -1.3232 1.2442 1.7734
N -2.0088 1.1645 -0.4130
H -1.2774 -1.2867 -0.1325
H -0.6141 0.9873 2.4423
H -1.9452 2.0032 2.0119
H -2.0316 0.6767 -1.2949
H -2.2590 2.1398 -0.4403
H 0.0353 -1.4012 2.2801
H 1.0691 -0.2753 1.4158
H 0.7732 -1.8615 0.7747
*
```

Here are the Löwdin charges for atoms 1 to 2, given in e:
1 C -0.1683
2 C -0.1631



Entry 4:
Density functional theory data (ωB97M-V/def2-TZVPD) for a single C8H8S molecule at a distorted geometry.

Calculated values
Calculated total energy ... -707.57148 hartree
Orbital gap (spin up / spin down) ... 8.262 / 7.014 eV
ΔE to the lowest compared entry with this formula, charge and spin ... 121.4 kcal/mol

```
! RIJCOSX wB97M-V def2-TZVPD def2/J DEFGRID3
* xyz 0 1
C -0.3190 1.6523 -0.5548
C -0.1386 0.8754 -1.8047
C -0.5428 1.2480 0.6596
C -0.0335 -1.7996 0.2079
C -0.7408 0.3934 1.7229
C 0.9786 -0.9890 -0.4820
C 0.4330 -0.3477 -1.7312
C -0.7036 -1.2622 1.3519
S -1.8086 -1.7362 -0.0692
H -0.2334 2.7162 -0.6840
H -0.8854 1.2636 -2.5598
H 0.1306 0.6469 2.3532
H -1.6921 0.6018 2.1363
H 1.1829 -0.1064 0.2355
H 1.8746 -1.5511 -0.6230
H 0.5346 -1.0989 -2.5281
H -1.1123 -1.7316 2.2560
*
```

Here are the Löwdin charges for atoms 1 to 2, given in e:
1 C -0.1522
2 C -0.0966



Entry 5:
Density functional theory data (ωB97M-V/def2-TZVPD) for a molecular structure, C9H11AsF6K3N2O3 at a distorted geometry.

Calculated values
Calculated total energy ... -5319.60005 hartree
Orbital gap ... 5.889 eV

```
! RIJCOSX wB97M-V def2-TZVPD def2/J DEFGRID3
* xyz 1 1
K 6.3155 -1.4194 -0.6766
K 2.3178 -2.7656 -1.3843
K 3.5674 3.3993 1.9329
As 0.9901 0.3973 3.7316
F 2.4440 -0.4677 3.2711
F 0.0358 -1.0201 3.3932
F -0.4245 1.2843 4.1987
F 2.0321 1.7992 3.9514
F 0.7341 0.9113 2.0659
F 1.2311 -0.0725 5.3883
O 1.6688 -0.5533 0.5080
C 2.6727 0.2350 0.0025
O 3.6038 -0.2774 -0.7052
O 2.6813 1.4795 0.1787
H 1.1891 0.2655 0.8208
N -0.9635 -1.2177 -1.2661
C -0.8815 -2.1646 -0.2774
C -1.0628 -3.4099 -0.8250
C -1.4814 -3.1821 -2.1520
C -1.4187 -1.8438 -2.4207
H -0.8007 -0.2330 -1.1305
H -0.5671 -1.8307 0.7012
H -1.1073 -4.3325 -0.2694
H -1.8872 -3.9430 -2.8027
H -1.6234 -1.3552 -3.3575
N -2.6494 2.3670 -2.0910
C -1.2976 2.5508 -2.1214
C -0.7761 1.9409 -1.0014
C -1.8647 1.5303 -0.1894
C -3.0103 1.7322 -0.9443
H -3.3101 2.7063 -2.7645
H -0.8268 3.0056 -2.9776
H 0.2837 1.8166 -0.8453
H -1.7596 1.0923 0.7903
H -4.0547 1.5751 -0.7321
*
```

Here are the Löwdin charges for atoms 1 to 2, given in e:
1 K 0.9555
2 K 0.8886



Entry 6:
Density functional theory data (ωB97M-V/def2-TZVPD) for a single C3H5NO2 molecule at a distorted geometry.

Calculated values
Calculated total energy ... -322.49698 hartree
Orbital gap ... 10.640 eV
SMILES ... O=CCNC=O
ΔE to the lowest compared entry with this formula, charge and spin ... 48.5 kcal/mol

```
! RIJCOSX wB97M-V def2-TZVPD def2/J DEFGRID3
* xyz 0 1
O -1.2593 -0.3192 1.8497
C -0.1350 -0.6741 1.5846
C 0.4400 -0.5550 0.2067
N -0.4487 0.1295 -0.6581
C -0.0288 1.2217 -1.4489
O 0.8680 1.9991 -1.2166
H 0.5319 -1.1274 2.3377
H 1.3857 -0.0066 0.2216
H 0.6633 -1.5736 -0.1704
H -1.4365 0.1154 -0.4160
H -0.5804 0.7903 -2.2904
*
```

Here are the Löwdin charges for atoms 1 to 2, given in e:
1 O 0.0554
2 C -0.2336



Entry 7:
Density functional theory data (ωB97M-V/def2-TZVPD) for 7 unconnected molecules or ions with the total composition C4H19NO8S at a distorted geometry.

Calculated values
Calculated total energy ... -1218.62829 hartree
<S²> ... 0.75
Orbital gap (spin up / spin down) ... 3.477 / 6.773 eV
ΔE to the lowest compared entry with this formula, charge and spin ... 36.5 kcal/mol

```
! RIJCOSX wB97M-V def2-TZVPD def2/J DEFGRID3
* xyz -1 2
O -1.3347 -1.2144 2.0757
C -0.5998 -0.6380 2.8612
N 0.1532 0.4635 2.5750
C -0.1080 1.4258 1.3344
C 1.0015 2.4640 1.3959
S 0.8722 3.7578 0.0260
C -0.1038 0.5600 0.0704
O 0.8421 0.7509 -0.7641
H -0.5902 -0.9051 3.9299
H 0.4123 1.0243 3.3817
H -1.0588 1.9224 1.5242
H 1.8675 1.8085 1.3023
H 1.0503 3.1050 2.2599
H 1.8591 3.2516 -0.7489
H -0.6817 -0.3649 0.0161
H -3.6620 0.9728 1.1143
H -2.9608 -0.0245 2.1010
O -2.9401 0.8937 1.7613
H 2.5493 0.7031 -3.3956
H 1.2494 1.2865 -2.8774
O 1.8499 1.2920 -3.6287
H -2.5288 -0.8838 -0.6934
H -3.1815 -1.6026 -1.8650
O -2.4489 -0.9937 -1.6461
H 1.0175 -1.7463 -1.2851
H 1.5846 -2.3962 -2.4031
O 1.8807 -1.7957 -1.7061
H -0.0260 -1.3780 -4.1298
H -1.4451 -1.5406 -3.2552
O -0.6531 -1.9390 -3.6526
H 2.1130 -2.5036 0.7295
H 1.9734 -2.5786 2.1696
O 2.0476 -3.1767 1.4230
*
```

Here are the Löwdin charges for atoms 1 to 2, given in e:
1 O -0.0476
2 C -0.3818



Entry 8:
Density functional theory data (ωB97M-V/def2-TZVPD) for a single C16H22N2O molecule at a distorted geometry.

Calculated values
Calculated total energy ... -807.54403 hartree
Orbital gap ... 8.294 eV
SMILES ... CCOc1ccc2c(c1)c(C[C@H](C)N)c1n2CCC1
ΔE to the lowest compared entry with this formula, charge and spin ... 91.6 kcal/mol

```
! RIJCOSX wB97M-V def2-TZVPD def2/J DEFGRID3
* xyz 0 1
C 0.8819 6.6908 0.5537
C 0.2631 5.3444 0.9980
O 1.2213 4.3431 1.3693
C 1.2313 3.1793 0.6710
C 1.7005 3.2278 -0.7165
C 1.4625 2.0742 -1.5151
C 1.0662 0.8971 -0.7950
C 0.8080 0.8321 0.5222
C 0.8791 1.9671 1.3423
C 0.6396 -0.5264 0.9265
C 0.3695 -0.9524 2.3575
C 0.2581 -2.3957 2.6078
C -1.2086 -2.6621 2.6306
N 0.7880 -2.8873 3.9288
C 0.6816 -1.2215 -0.2208
N 0.9650 -0.3611 -1.2713
C 0.9788 -0.8932 -2.5968
C 0.5949 -2.3670 -2.2125
C 0.3580 -2.5195 -0.6982
H 1.5330 7.0833 1.3140
H 1.3810 6.6423 -0.3644
H 0.1045 7.4418 0.3570
H -0.2059 4.9361 0.1633
H -0.4674 5.5865 1.7936
H 1.8484 4.1581 -1.3103
H 1.5653 2.1930 -2.5815
H 0.6929 1.9397 2.4105
H -0.5413 -0.5468 2.7784
H 1.0544 -0.4924 3.0307
H 0.7044 -2.9065 1.7990
H -1.5871 -2.1551 1.7732
H -1.5196 -3.7156 2.5453
H -1.7366 -2.2302 3.5777
H 0.0082 -2.9126 4.6252
H 1.5428 -2.3602 4.2981
H 0.3015 -0.2986 -3.3006
H 2.0225 -0.8290 -3.1098
H 1.3030 -3.1287 -2.4983
H -0.3395 -2.6755 -2.7261
H -0.7681 -2.4617 -0.6005
H 0.8612 -3.3414 -0.1596
*
```

Here are the Löwdin charges for atoms 1 to 2, given in e:
1 C -0.0629
2 C -0.2169